(1)
Here is C7H11N in the gas phase in a non-equilibrium geometry from the Open Molecules 2025 dataset. Energies are from ωB97M-V with the def2-TZVPD basis set.

Summary:
LUMO level (eV): 0.961
Energy above the lowest of the compared OMol25 structures with the same formula, charge and spin (eV): 7.7129
HOMO level (eV): -7.477
Frontier orbital gap (Eh): 0.310
Largest force on an atom (eV/Å): 10.1

Geometry (Å):
C  2.540  -0.263  -0.221
C  1.618  0.199  0.622
C  0.370  0.811  -0.225
C  -0.916  1.428  0.059
C  -1.963  0.702  -0.095
C  -1.959  -0.854  0.146
N  -0.695  -1.476  -0.137
C  0.241  -0.503  0.555
H  3.333  0.605  -0.339
H  2.190  -0.574  -1.244
H  3.211  -1.118  -0.071
H  1.472  0.913  1.512
H  0.355  0.874  -1.350
H  -0.864  2.549  -0.358
H  -3.005  1.293  -0.158
H  -2.494  -0.868  1.338
H  -2.668  -1.434  -0.572
H  -0.619  -1.975  -1.008
H  -0.147  -0.311  1.547

=====

(2)
Here is a molecular structure, C7H11N in a non-equilibrium geometry from the Open Molecules 2025 dataset. Energies are from ωB97M-V with the def2-TZVPD basis set.

Summary:
LUMO level (eV): 0.834
Energy above the lowest of the compared OMol25 structures with the same formula, charge and spin (eV): 5.3676
HOMO level (eV): -8.511
Frontier orbital gap (Eh): 0.343
Largest force on an atom (eV/Å): 7.3

Geometry (Å):
C  -2.197  0.340  0.064
C  -0.971  -0.656  -0.090
C  0.193  -0.356  -1.038
C  1.191  -1.387  -0.535
C  1.196  -1.265  0.764
C  0.171  -0.234  1.005
C  0.577  0.831  -0.036
H  -2.029  1.463  -0.050
H  -2.749  0.391  0.950
H  -2.893  0.095  -0.773
H  -1.302  -1.694  0.064
H  0.148  -0.316  -2.095
H  1.649  -2.071  -1.135
H  1.557  -1.907  1.574
H  -0.055  -0.136  2.055
H  -0.208  1.538  -0.050
H  1.681  2.655  0.329
H  2.197  1.329  -1.101
N  1.845  1.381  0.097

=====

(3)
Here is 2 unconnected molecules or ions with the total composition C7H11N in a non-equilibrium geometry from the Open Molecules 2025 dataset. Energies are from ωB97M-V with the def2-TZVPD basis set.

Summary:
LUMO level (eV): 0.859
Energy above the lowest of the compared OMol25 structures with the same formula, charge and spin (eV): 3.1210
HOMO level (eV): -8.221
Frontier orbital gap (Eh): 0.334
Largest force on an atom (eV/Å): 7.9

Geometry (Å):
C  0.150  0.962  -1.607
C  0.446  1.972  -0.625
C  -0.016  1.920  0.795
C  -1.164  1.081  1.018
C  -1.492  0.217  -0.071
C  -0.994  0.149  -1.318
H  0.923  0.626  -2.425
H  1.195  2.604  -0.974
H  0.395  2.683  1.439
H  -1.691  1.091  1.858
H  -2.470  -0.139  0.239
H  -1.211  -0.700  -1.988
C  0.673  -2.363  0.357
N  1.329  -1.098  0.695
H  1.383  -3.161  0.313
H  -0.095  -2.495  1.240
H  0.234  -2.117  -0.673
H  0.846  -0.327  0.137
H  1.560  -0.904  1.591

=====

> Number 2 is which compound?

C7H11N

=====

> What is the LUMO level in the second record?

0.834 eV

=====

> Look up the LUMO level of the third one.

0.859 eV

=====

Repeat the third record exactly.
Here is 2 unconnected molecules or ions with the total composition C7H11N in a non-equilibrium geometry from the Open Molecules 2025 dataset. Energies are from ωB97M-V with the def2-TZVPD basis set.

Summary:
LUMO level (eV): 0.859
Energy above the lowest of the compared OMol25 structures with the same formula, charge and spin (eV): 3.1210
HOMO level (eV): -8.221
Frontier orbital gap (Eh): 0.334
Largest force on an atom (eV/Å): 7.9

Geometry (Å):
C  0.150  0.962  -1.607
C  0.446  1.972  -0.625
C  -0.016  1.920  0.795
C  -1.164  1.081  1.018
C  -1.492  0.217  -0.071
C  -0.994  0.149  -1.318
H  0.923  0.626  -2.425
H  1.195  2.604  -0.974
H  0.395  2.683  1.439
H  -1.691  1.091  1.858
H  -2.470  -0.139  0.239
H  -1.211  -0.700  -1.988
C  0.673  -2.363  0.357
N  1.329  -1.098  0.695
H  1.383  -3.161  0.313
H  -0.095  -2.495  1.240
H  0.234  -2.117  -0.673
H  0.846  -0.327  0.137
H  1.560  -0.904  1.591